A 2-piece molecular cluster, C2H9N3O overall, computed with the ωB97M-V functional and the def2-TZVPD basis.

Computed properties:
**Molecular weight**: 91.114 g mol⁻¹
**HOMO level**: -0.3505 Eh
**Calculated total energy**: -321.0485 hartree
**Kohn-Sham gap**: 10.5 eV
**SMILES**: [H]/N=C(/C)N.NO

CARTESIAN COORDINATES (ANGSTROEM)
H: -0.808 0.147 1.249
N: 0.214 0.170 1.444
C: 0.927 0.204 0.410
C: 2.415 0.351 0.509
N: 0.407 0.258 -0.907
H: 2.903 -0.502 0.038
H: 2.744 1.257 0.003
H: 2.698 0.399 1.554
H: -0.343 -0.398 -1.099
H: 1.085 0.238 -1.654
N: -2.414 -0.929 -0.408
O: -2.448 0.481 -0.125
H: -3.230 -1.112 -0.992
H: -2.571 -1.397 0.486
H: -1.580 0.836 -0.507